Entry 1:
ORCA calculation (the ωB97M-V functional and the def2-TZVPD basis) on the molecule C3H2N2O2 at a distorted geometry.

```
9
Properties=species:S:1:pos:R:3
C -0.3688 0.9011 1.7026
H 0.0359 -0.9471 1.1749
O 1.6162 2.0464 0.7246
C 0.0467 -0.0868 -0.8108
N 0.4841 1.9883 1.6092
O -1.2184 0.7362 2.4817
C -0.0516 -0.3161 0.3825
H -0.0194 0.5265 -1.7800
N 0.5162 2.9559 0.6822
```

Kohn-Sham gap (alpha / beta) (eV): 9.12 / 7.32
LUMO (alpha / beta) (eV): -0.856 / -0.851
Charge: 0
2S+1: 1
Relative energy (zero: lowest compared OMol25 entry of this formula, charge and spin) (eV): 10.0993

Entry 2:
ORCA calculation (the ωB97M-V functional and the def2-TZVPD basis) on C12H6Cl2N3O4SSeZn as an isolated structure at a distorted geometry.

```
30
Properties=species:S:1:pos:R:3
Cl 2.7720 0.4599 -0.6251
C 4.3201 2.6654 -0.4902
C 2.2962 4.2724 0.4487
H -3.5997 -1.1725 0.6689
H 3.7152 5.8566 0.4636
S 0.3793 2.3742 0.4885
C 3.5499 4.8121 0.2483
Cl 1.0368 5.2893 1.0371
C -1.1755 -2.7655 -0.3733
H -0.1309 -4.9341 -1.1905
C -3.0168 1.3097 1.1298
N -3.0044 -1.9166 0.3253
C 4.5665 3.9996 -0.2246
C 2.0083 2.9225 0.1902
N -2.0100 0.8532 0.7480
O 0.7863 -1.5235 -0.5881
O -0.8412 -5.6554 -1.1802
C -3.2930 -3.2008 0.0833
H -4.2602 -3.6309 0.2345
H 5.5487 4.4112 -0.3843
C -2.0183 -5.2354 -0.7619
Zn -0.2425 0.1335 0.0978
Se -4.5428 1.8863 1.6800
O 0.8705 -3.6707 -1.1438
C -2.1330 -3.8082 -0.3769
O -2.9781 -5.9686 -0.6880
C 0.2784 -2.6684 -0.7370
C 3.0593 2.1321 -0.2864
H 5.1044 2.0262 -0.8581
N -1.7357 -1.6511 0.0528
```

Kohn-Sham gap (eV): 7.98
LUMO (eV): 2.616
Charge: -1
2S+1: 1
Relative energy (zero: lowest compared OMol25 entry of this formula, charge and spin) (eV): 0.1552

Entry 3:
ORCA calculation (the ωB97M-V functional and the def2-TZVPD basis) on a 5-piece molecular cluster, C42H96F5N16O7P4S4 overall at a distorted geometry.

```
174
Properties=species:S:1:pos:R:3
H 7.6987 -5.1029 -4.1049
N 5.7903 -2.8848 -2.7783
H -4.2756 4.5634 6.0366
H -2.6686 5.7350 -2.7627
N -7.8918 -5.4828 6.4869
H 8.0775 -5.8393 -2.5299
C 5.8120 -6.7217 -3.2461
H -9.5832 -5.1583 7.7450
O -7.9935 -4.2957 4.4361
H -2.8846 0.2634 -1.1919
C 8.2627 4.9385 -5.3118
C -7.9583 -8.3032 5.3567
H -7.5651 -9.3201 5.4353
H -5.7846 6.7953 -0.7073
H -5.4630 3.6794 4.9618
H -6.1486 -5.7204 7.6883
H -1.2725 7.3481 -2.9665
H -0.1436 3.1040 1.8502
S -0.1823 -0.0025 3.3679
C -1.1545 -1.7590 -1.2835
H -0.4583 -0.4740 -2.9597
H -4.2728 6.3891 -3.0977
H 11.6700 1.2217 -6.8628
S -1.5587 -0.5138 6.1667
H 7.8072 3.8147 -7.8483
C 5.7796 -2.7236 -1.3354
H 4.7872 -1.0574 -3.2229
C -0.3172 7.7978 0.1851
C 6.0891 2.4106 -6.1228
C -4.7902 -5.2159 5.6610
H 0.1148 0.0696 -1.3147
C -7.1997 -5.9876 7.6629
N -6.8625 -7.3206 5.1726
H -3.3977 4.1076 3.3190
H -5.0432 5.9067 8.6026
H 2.3473 -4.9320 -4.3718
F -1.3698 -4.4864 5.2006
C -2.0125 0.7594 -1.7630
H -5.9451 3.1542 9.5418
C 7.4683 -5.0834 -3.0346
H -4.9168 6.1697 0.6936
F 0.1497 -3.0784 4.3258
C -1.2091 2.6874 1.7094
O -2.2677 -0.5546 7.5064
H -4.5144 -3.9348 3.4793
H 9.8864 -0.5822 -5.3296
N 6.0199 -5.3254 -2.7915
H 6.5340 -1.9947 -1.0197
C -4.6477 4.8684 8.9132
H -6.1548 -4.0082 2.8885
O -0.7828 -5.5664 -4.3225
C -9.3384 -5.4794 6.7299
H -1.0227 -3.9650 -1.7530
N -3.1225 1.5191 5.8366
N -3.7059 6.4099 -1.0281
H 6.5557 -7.3926 -2.8079
H 1.7054 -5.6039 -2.8926
H -5.3290 5.0885 -0.6162
H 8.7367 5.9031 -5.5117
H -5.1110 9.5954 -1.3427
O 8.0095 0.9082 -4.5353
H -2.4851 2.8146 -0.8645
N -5.8010 -5.1808 4.6186
C -5.8056 3.8012 8.6010
N -3.0675 -5.2492 -4.8618
F -0.1262 -3.3064 6.6506
N 3.6218 -4.6872 -2.6975
C -1.6170 2.0737 -0.8858
H -5.1330 -7.3407 3.8769
H 6.9975 2.3903 -8.4824
O -2.6917 7.2979 0.9229
N 9.1979 3.8193 -5.5794
H -2.3061 1.0947 -2.8114
H 6.5333 -0.9012 -2.9498
H -0.2431 1.0526 0.5504
S -5.4494 2.6303 7.2087
H 10.2351 0.2842 -3.8112
H -3.7298 4.6129 8.2889
H 5.8742 -6.7994 -4.3359
H 4.0810 -6.0752 -1.1288
C -0.7435 -3.2196 5.3891
C -1.8695 2.3128 3.1003
C 10.6162 1.5210 -6.8681
C -1.2875 1.5425 0.5855
O -0.0961 -0.3682 6.5455
C -4.9939 6.1051 -0.3958
N -3.3235 8.6455 -2.0376
C 5.7581 -1.5441 -3.3766
H -7.6085 -5.5356 8.5737
H 4.8078 -2.3670 -0.9784
H -8.6680 -8.2690 4.5247
H -4.0580 4.8119 -2.3558
H 6.0547 -3.6422 -0.8146
H 10.7795 5.1924 -5.1562
H 0.9441 0.7582 3.0736
C -2.6014 9.9349 -2.2191
C -1.3827 -6.7470 -4.8105
C -1.9629 -2.1496 5.3640
H -0.7157 6.0610 -1.8534
C -1.5140 1.1240 4.0003
P -7.4511 -5.6817 4.8220
H 10.2607 4.2169 -3.7613
N 10.0756 1.5312 -5.5192
H -5.3925 8.1411 -2.3113
H -0.5876 -1.9497 -0.2945
H -7.2789 -7.0725 7.7894
H -8.5065 -8.1409 6.2825
C -2.9745 3.1534 3.7622
H -1.5185 9.8151 -2.2514
C -6.0568 -7.8903 4.0582
P 4.9815 -4.1575 -3.6365
N 7.5068 2.2206 -6.4454
H 11.2703 3.5333 -5.0384
C -4.6689 3.5099 5.7785
C 10.4329 4.2031 -4.8427
C 3.6040 -5.1051 -1.3045
H 7.3913 4.9125 -5.9632
H 7.9178 4.9299 -4.2732
H -0.2408 6.7839 0.5968
N -2.1368 0.8806 5.2201
H 0.4248 -3.0258 -2.4068
P -2.9729 7.8806 -0.4737
C -0.7170 -2.9736 -2.2556
H 5.9684 -1.5890 -4.4480
H -2.0053 0.6904 0.8809
H 8.6922 2.3313 -8.2117
P 8.5590 2.2425 -5.0673
H -2.8661 10.3958 -3.1751
H 5.4417 2.1964 -6.9763
H -4.7357 -6.1885 6.1520
H 3.0061 -6.4441 -3.7491
H 4.8507 -7.1204 -2.9278
H 7.8127 -4.1287 -2.6370
H -5.7901 -3.0669 4.3582
H 4.0553 -4.3807 -0.6348
H -9.7900 -6.4642 6.5698
H 0.6768 8.1042 -0.1545
H -4.9535 -4.4294 6.4043
N -1.2929 7.8638 -0.9083
H -4.3377 4.8999 10.0228
H -2.2646 -1.8863 -1.0533
C 7.7749 2.7217 -7.7847
C -3.6729 5.8383 -2.3661
C -1.8717 -4.6446 -4.3618
C -3.4984 2.6238 5.0859
C -4.7521 9.0134 -2.1967
C -0.7375 7.1396 -2.0391
C 2.6307 -5.4577 -3.4555
H 5.8722 3.4291 -5.7822
H -0.7467 -7.6875 -4.9100
H -9.8431 -4.7775 6.0600
H -0.6910 2.5508 -1.3796
H 0.2906 7.4600 -2.2395
H -2.8366 10.6371 -1.4128
H 10.0780 0.8179 -7.5108
H -5.7404 -8.9113 4.2913
H 10.6183 2.5139 -7.3200
F -2.5381 -2.0210 4.0600
S -1.6693 -2.8680 -3.8492
F -2.9909 -2.7734 6.1296
H 11.5057 0.0558 -4.9845
H -3.7906 -5.0680 5.2394
H -4.9078 9.6000 -3.1057
N -2.7589 -6.5697 -5.1125
H 5.7770 1.7281 -5.3269
H -1.8147 3.5831 1.3012
H -0.5826 8.4894 0.9889
H -6.8322 4.2968 8.4317
C -5.5589 -3.9852 3.8048
H -6.6274 -7.9035 3.1236
O 4.1279 -3.1681 -4.4465
H 2.5729 -5.1930 -0.9419
C -0.8132 -0.3037 -1.8740
C 10.4345 0.2570 -4.8859
```

Kohn-Sham gap (eV): 3.93
LUMO (eV): -5.368
Charge: +1
2S+1: 1
Relative energy (zero: lowest compared OMol25 entry of this formula, charge and spin) (eV): 0.0000

Entry 4:
ORCA calculation (the ωB97M-V functional and the def2-TZVPD basis) on C20H17ClGeMnNO3SSbSe4 as an isolated structure at a distorted geometry.

```
50
Properties=species:S:1:pos:R:3
N 0.9816 -0.8746 -1.6842
C -0.7934 2.7077 -3.4426
H 1.0834 2.9076 4.3249
C 2.0045 -0.1797 -1.1773
H -1.8542 -1.8993 -1.2662
H -3.1256 0.7330 -1.0350
C -2.1718 2.7537 -3.5946
C -0.2495 1.9794 -2.4042
C 2.9613 -2.3081 -1.0844
Se -5.2334 1.1745 1.6657
C -0.9167 -3.6417 1.4199
H 5.9821 -3.6583 -1.3368
C 0.6406 1.9699 2.4649
H 4.8362 0.4914 -1.5065
H -1.2854 3.4624 4.8162
H 1.6687 1.6682 2.3020
H -1.7851 -4.1960 0.9889
Se -2.0127 -1.1560 0.9057
C -1.0261 2.9655 3.8937
C -0.3488 1.6721 1.5594
H -0.1383 3.2197 -4.1348
H 3.6275 -4.3438 -0.9056
H -2.4638 1.9185 1.0282
O 1.0997 -1.7916 0.6439
Se -5.6511 -2.4750 1.7844
Se -4.0095 0.0160 4.2179
C 4.5828 -0.5538 -1.3968
C -1.0853 1.2979 -1.5450
H 0.8219 1.9342 -2.2537
H -3.0995 2.7983 3.1951
H -2.5918 3.3082 -4.4194
C 3.2677 -0.9478 -1.2365
Ge -0.0871 0.3169 -0.1382
C -2.4679 1.3269 -1.7023
C 0.2984 2.6656 3.6236
H -1.1549 -3.4113 2.4938
C 3.8977 -3.3065 -1.0728
O 0.1374 -3.0727 -0.9946
H 6.5706 -1.2883 -1.6231
Mn -0.5067 -1.7522 0.0704
C 5.2137 -2.9041 -1.2937
C -1.6736 2.0617 1.7805
C 5.5418 -1.5625 -1.4535
C -2.0315 2.6366 2.9979
O 1.7814 0.8100 -0.4704
Cl 0.5239 -4.6631 1.3720
S 1.2441 -2.2123 -0.7704
Sb -3.9009 -0.8058 1.9476
C -3.0165 2.0807 -2.7232
H -4.0875 2.1277 -2.8285
```

Kohn-Sham gap (alpha / beta) (eV): 4.71 / 4.72
LUMO (alpha / beta) (eV): -5.625 / -5.620
Charge: +1
2S+1: 1